This record from the OMol25 dataset describes the ion C5H9BrNO with charge +1 at a distorted geometry. The level of theory is ωB97M-V with the def2-TZVPD basis set.

Values from the calculation:
Gap between HOMO and LUMO   0.3587 Ha
Multiplicity   1
Net charge   +1
DFT total energy   -78901.0503 eV
Largest force on an atom   3.460 eV Å⁻¹
ΔE to the lowest compared entry with this formula, charge and spin   54.45 kcal/mol

Each atom is followed by the atoms it is bonded to, with distances in Å.
Geometry (Å):
1 Br -0.743 2.556 1.591  C7 1.894
2 O -1.419 -0.207 -1.932  C4 1.427, H11 1.052
3 N -0.716 -0.468 0.245  C4 1.484, C6 1.476, H12 1.096
4 C -0.241 -0.438 -1.161  O2 1.427, N3 1.484, C8 1.506, H15 1.092
5 C 1.172 1.268 -0.174  C7 1.444, C8 1.316, H17 1.104
6 C -0.215 -1.467 1.210  N3 1.476, H9 1.100, H10 1.102, H13 1.131
7 C 0.371 1.135 1.020  Br1 1.894, C5 1.444, H16 1.200
8 C 0.804 0.641 -1.271  C4 1.506, C5 1.316, H14 1.139
9 H 0.862 -1.424 0.991  C6 1.100
10 H -0.604 -2.471 0.976  C6 1.102
11 H -1.598 0.752 -2.326  O2 1.052
12 H -1.799 -0.461 0.408  N3 1.096
13 H -0.491 -1.282 2.290  C6 1.131
14 H 1.489 0.649 -2.181  C8 1.139
15 H 0.208 -1.316 -1.628  C4 1.092
16 H 0.832 0.660 2.021  C7 1.200
17 H 2.090 1.874 -0.079  C5 1.104